[1]
{"formula": "C58H59BN2O3P3S2Ti", "method": "ωB97M-V/def2-TZVPD", "elements": ["Ti", "S", "P", "C", "P", "S", "C", "C", "C", "C", "C", "C", "C", "C", "C", "C", "C", "C", "C", "C", "C", "C", "C", "C", "C", "C", "C", "C", "C", "C", "H", "H", "H", "H", "H", "H", "H", "H", "H", "H", "H", "H", "H", "H", "H", "H", "H", "H", "H", "H", "N", "P", "C", "C", "C", "C", "C", "C", "C", "C", "C", "C", "C", "C", "C", "C", "C", "C", "C", "N", "H", "H", "H", "H", "H", "H", "H", "H", "H", "H", "H", "H", "H", "H", "H", "C", "C", "C", "C", "C", "C", "C", "O", "C", "C", "C", "H", "H", "H", "H", "H", "H", "H", "H", "H", "H", "H", "H", "C", "C", "C", "O", "B", "O", "C", "C", "C", "H", "H", "H", "H", "H", "H", "H", "H", "H", "H", "H", "H"], "positions_angstrom": [[0.4615, 0.7295, -0.3690], [2.3256, 1.7335, -1.7109], [2.2315, -0.1477, -2.4823], [1.2829, -1.0485, -1.3855], [2.0028, -1.7471, -0.0014], [2.3737, -0.1598, 1.1736], [0.8065, -2.8730, 0.7823], [0.6225, -2.8996, 2.1593], [-0.3152, -3.7491, 2.7308], [-1.0676, -4.5951, 1.9273], [-0.8560, -4.6089, 0.5543], [0.0824, -3.7584, -0.0094], [3.4424, -2.8228, -0.1984], [3.5350, -3.6753, -1.2950], [4.6201, -4.5271, -1.4216], [5.6091, -4.5392, -0.4449], [5.5147, -3.6953, 0.6517], [4.4352, -2.8321, 0.7735], [3.9039, -0.7236, -2.8387], [4.8974, -0.4974, -1.8870], [6.1786, -0.9786, -2.0952], [6.4807, -1.6761, -3.2577], [5.5014, -1.8854, -4.2171], [4.2148, -1.4092, -4.0099], [1.3736, -0.0700, -4.0821], [1.0792, 1.1462, -4.6912], [0.3682, 1.1785, -5.8838], [-0.0537, -0.0016, -6.4780], [0.2390, -1.2201, -5.8773], [0.9456, -1.2514, -4.6870], [1.2237, -2.2629, 2.7899], [-0.4537, -3.7505, 3.8052], [-1.8019, -5.2564, 2.3705], [-1.4180, -5.2842, -0.0799], [0.2505, -3.7869, -1.0744], [2.7701, -3.6599, -2.0646], [4.6983, -5.1775, -2.2836], [6.4564, -5.2064, -0.5424], [6.2881, -3.7031, 1.4095], [4.3732, -2.1538, 1.6174], [4.6613, 0.0539, -0.9846], [6.9437, -0.8068, -1.3485], [7.4858, -2.0465, -3.4200], [5.7395, -2.4126, -5.1328], [3.4643, -1.5659, -4.7742], [1.4002, 2.0705, -4.2272], [0.1455, 2.1317, -6.3471], [-0.6056, 0.0233, -7.4094], [-0.0897, -2.1444, -6.3358], [1.1583, -2.2050, -4.2163], [-2.2732, 0.5479, -2.5414], [-1.9960, -0.4721, -1.2197], [-2.3147, -2.0515, -2.0792], [-3.6171, -2.5343, -2.2405], [-3.8560, -3.6563, -3.0192], [-2.8029, -4.3012, -3.6549], [-1.5138, -3.8087, -3.5207], [-1.2720, -2.6852, -2.7438], [-3.5231, -0.3364, -0.2278], [-3.8131, -1.3275, 0.7102], [-5.0336, -1.3336, 1.3668], [-5.9760, -0.3473, 1.0953], [-5.6700, 0.6746, 0.2077], [-4.4422, 0.6867, -0.4435], [-1.7161, 1.7930, -2.7086], [-2.2233, 2.5954, -3.7437], [-1.6837, 3.8350, -3.9558], [-0.6453, 4.2601, -3.1291], [-0.2059, 3.4143, -2.1454], [-0.7163, 2.1806, -1.9062], [-2.9890, 0.2944, -3.2044], [-4.4526, -2.0465, -1.7552], [-4.8678, -4.0248, -3.1303], [-2.9912, -5.1798, -4.2592], [-0.6902, -4.3007, -4.0260], [-0.2758, -2.2747, -2.6330], [-3.0962, -2.1215, 0.9034], [-5.2572, -2.1221, 2.0741], [-6.9411, -0.3696, 1.5860], [-6.3899, 1.4594, 0.0119], [-4.2290, 1.4725, -1.1582], [-3.0284, 2.2102, -4.3557], [-2.0607, 4.4653, -4.7513], [-0.1796, 5.2280, -3.2450], [0.5915, 3.7162, -1.4954], [-3.3138, -0.6389, 7.2766], [-2.7819, -0.1159, 5.9746], [-1.4612, -0.3512, 5.5954], [-0.9544, 0.1015, 4.3920], [0.5134, 0.0049, 4.1231], [-1.8323, 0.7696, 3.5075], [-1.5255, 0.9899, 2.1189], [-0.6178, 0.4581, 1.4667], [-3.1230, 1.1557, 3.9399], [-4.0312, 2.0934, 3.1869], [-3.5810, 0.6754, 5.1575], [-2.5831, -1.2640, 7.7863], [-4.2171, -1.2284, 7.1117], [-3.5810, 0.1854, 7.9406], [-0.8008, -0.8735, 6.2785], [1.0158, -0.4958, 4.9500], [0.9371, 1.0044, 4.0067], [0.7536, -0.4910, 3.1913], [-2.1906, 1.6720, 1.5825], [-4.7762, 1.5487, 2.6132], [-3.5161, 2.7707, 2.5080], [-4.5606, 2.7121, 3.9110], [-4.5779, 0.9469, 5.4886], [2.6490, 4.1718, 3.5561], [1.4037, 3.8244, 2.7669], [0.1885, 3.7844, 3.6808], [1.5733, 2.4974, 2.1955], [0.9831, 2.4709, 0.9516], [0.5440, 3.7355, 0.6021], [1.1664, 4.6941, 1.5071], [0.2249, 5.8655, 1.6961], [2.4589, 5.1444, 0.8427], [2.7113, 3.5482, 4.4486], [2.6189, 5.2160, 3.8778], [3.5497, 4.0131, 2.9660], [0.3377, 3.0370, 4.4602], [-0.7172, 3.5324, 3.1245], [0.0268, 4.7486, 4.1658], [-0.7686, 5.5402, 2.0020], [0.1301, 6.4148, 0.7589], [0.6132, 6.5545, 2.4497], [3.1302, 4.3008, 0.6713], [2.9831, 5.8866, 1.4467], [2.2239, 5.5976, -0.1214]], "forces_ev_per_angstrom": [[0.4, -0.7, -0.3], [-0.1, 0.0, 0.1], [-0.1, 0.1, 0.0], [0.0, 0.2, 0.0], [0.0, 0.0, 0.0], [-0.2, 0.0, 0.2], [-0.1, 0.0, 0.0], [0.0, 0.0, 0.0], [0.0, 0.0, 0.0], [0.0, 0.0, 0.0], [0.0, 0.0, 0.0], [0.0, 0.0, 0.0], [0.0, 0.0, -0.1], [0.0, 0.0, -0.1], [0.0, 0.0, 0.0], [0.0, 0.0, 0.0], [0.0, 0.0, 0.0], [0.0, 0.0, 0.0], [0.1, 0.0, -0.1], [0.0, 0.0, 0.0], [0.0, 0.0, 0.0], [0.0, 0.0, 0.0], [0.0, 0.0, 0.0], [0.0, 0.0, 0.0], [-0.1, 0.1, 0.0], [0.0, 0.0, 0.0], [0.0, 0.0, 0.0], [0.0, 0.0, 0.0], [0.0, 0.0, 0.0], [0.0, 0.0, 0.0], [0.0, 0.0, 0.0], [0.0, 0.0, 0.0], [0.0, 0.0, 0.0], [0.0, 0.0, 0.0], [0.0, 0.0, -0.1], [0.0, 0.0, 0.0], [0.0, 0.0, 0.0], [0.0, 0.0, 0.0], [0.0, 0.0, 0.0], [0.0, 0.0, 0.0], [0.0, 0.0, 0.0], [0.0, 0.0, 0.0], [0.0, 0.0, 0.0], [0.0, 0.0, 0.0], [0.0, 0.0, 0.0], [0.0, 0.0, 0.0], [0.0, 0.0, 0.0], [0.0, 0.0, 0.0], [0.0, 0.0, 0.0], [0.0, 0.0, 0.0], [0.0, 0.1, 0.1], [0.2, -0.2, 0.1], [-0.2, 0.0, -0.1], [0.0, 0.0, 0.1], [0.0, 0.0, 0.0], [-0.1, 0.0, 0.0], [0.0, 0.0, 0.0], [0.1, 0.1, 0.0], [0.0, 0.1, 0.0], [0.1, 0.0, 0.1], [0.0, 0.0, 0.0], [0.0, 0.0, 0.0], [0.0, 0.0, 0.0], [-0.1, -0.1, -0.1], [0.0, 0.0, -0.1], [0.0, -0.1, 0.0], [0.0, 0.0, 0.0], [0.0, 0.0, 0.0], [0.0, 0.0, 0.1], [-0.3, 0.0, 0.1], [0.0, 0.0, -0.1], [0.0, 0.0, 0.0], [0.0, 0.0, 0.0], [0.0, 0.0, 0.0], [0.0, 0.0, 0.0], [0.0, -0.1, 0.0], [0.0, 0.0, 0.0], [0.0, 0.0, 0.0], [0.0, 0.0, 0.0], [0.0, 0.0, 0.0], [0.0, 0.0, 0.0], [0.0, 0.0, 0.0], [0.0, 0.0, 0.0], [0.0, 0.0, 0.0], [0.0, 0.0, 0.0], [0.0, 0.0, 0.0], [0.0, 0.0, 0.0], [0.0, 0.0, 0.1], [0.1, 0.0, 0.0], [0.0, 0.0, 0.0], [-0.2, 0.0, -0.2], [-0.1, 0.3, 0.0], [0.0, 0.1, -0.1], [-0.1, 0.0, 0.2], [0.0, 0.0, 0.0], [0.1, 0.1, -0.1], [0.0, 0.0, 0.0], [0.0, 0.0, 0.0], [0.0, 0.0, 0.0], [0.0, 0.0, 0.0], [0.0, 0.0, 0.0], [0.0, -0.1, 0.0], [-0.1, 0.0, 0.0], [-0.1, 0.0, 0.0], [-0.1, -0.1, -0.1], [0.0, 0.0, 0.0], [0.0, 0.0, 0.0], [0.0, 0.0, 0.0], [0.0, 0.1, 0.0], [0.0, 0.0, 0.0], [-0.1, 0.0, 0.0], [0.0, 0.0, -0.1], [0.3, 0.2, 0.1], [0.0, 0.1, 0.0], [0.0, 0.0, 0.0], [0.0, 0.1, 0.0], [0.1, 0.0, 0.0], [0.0, 0.0, 0.0], [0.0, 0.0, 0.0], [0.0, 0.0, 0.0], [0.0, 0.0, 0.0], [0.0, 0.0, 0.0], [0.0, 0.0, 0.0], [0.0, 0.0, 0.0], [0.0, 0.0, 0.0], [0.0, 0.0, 0.0], [0.0, 0.0, 0.0], [0.0, 0.0, 0.0], [0.0, 0.0, 0.0]], "mulliken_charge": [-2.13, -0.80, 2.04, -1.11, 1.81, -0.44, 0.72, -0.48, -0.50, -0.98, -0.56, -0.68, 1.25, -0.20, -0.65, -0.63, -0.81, -0.33, 1.01, -0.37, -0.71, -0.60, -0.91, -0.33, 0.66, -0.77, -0.69, -0.88, -0.87, -0.34, 0.59, 0.47, 0.45, 0.48, 0.43, 0.09, 0.45, 0.42, 0.44, 0.38, 0.24, 0.46, 0.42, 0.45, 0.40, 0.51, 0.48, 0.43, 0.46, 0.55, 0.51, 2.17, 0.02, -0.94, -0.81, -0.93, -0.49, 0.56, -0.14, -0.42, -0.49, -0.79, -0.78, -0.56, -0.28, -0.89, -0.71, -1.27, -0.64, 1.03, 0.33, 0.49, 0.45, 0.45, 0.52, -0.36, 0.34, 0.49, 0.37, 0.39, 0.40, 0.54, 0.48, 0.53, 0.59, -1.57, 0.70, -1.06, 0.55, 0.12, 0.90, -0.22, 0.89, 1.00, -1.94, -0.83, 0.37, 0.36, 0.34, 0.39, 0.63, -0.35, -1.26, -0.17, 0.22, 0.28, 0.58, 0.51, -1.93, 1.57, -1.83, 0.03, 1.52, -0.51, 1.43, -1.82, -1.92, 0.46, 0.33, 0.38, 0.53, 0.18, 0.43, 0.34, 0.44, 0.34, 0.23, 0.40, 0.49], "max_force_ev_per_a": 0.9, "e_above_lowest_kcal_mol": 35.4, "homo_lumo_gap_ev": 6.7, "total_charge": 1}

=====

[2]
{"formula": "C3H3BrN2O3", "method": "ωB97M-V/def2-TZVPD", "elements": ["O", "N", "O", "C", "Br", "C", "N", "O", "C", "H", "H", "H"], "positions_angstrom": [[-0.5230, 2.4464, -1.0727], [-0.5252, 1.2495, -1.0085], [-0.8961, 0.4860, -1.9233], [0.0735, 0.4146, 0.2369], [0.4456, 1.5985, 1.7197], [1.2974, -0.3295, -0.2457], [1.2175, -1.5770, -0.1785], [0.0392, -1.9533, 0.3747], [-0.7861, -0.7996, 0.7209], [2.3150, 0.1253, -0.6324], [-0.8993, -0.9322, 1.7932], [-1.7586, -0.7287, 0.2156]], "forces_ev_per_angstrom": [[0.2, -0.4, 0.8], [-0.4, -2.0, -1.4], [0.5, 1.1, 1.8], [0.2, 0.0, 0.6], [0.0, 0.2, -0.4], [2.5, 2.3, -1.1], [-0.1, -0.6, 0.3], [-1.3, -0.4, -0.3], [0.7, 0.4, -0.9], [-2.5, -0.7, 0.8], [-0.1, 0.8, 0.0], [0.3, -0.7, -0.1]], "nbo_charge": [-0.30, 0.51, -0.38, -0.08, 0.10, -0.06, -0.02, -0.34, -0.14, 0.25, 0.23, 0.23], "max_force_ev_per_a": 3.6, "e_above_lowest_kcal_mol": 4.6, "homo_lumo_gap_ev": 10.0, "total_charge": 0}

=====

Question: Which formula does entry 1 have?
Answer: C58H59BN2O3P3S2Ti